No. 1
The following is a DFT calculation (wB97M-V/def2-TZVPD) of a single C6H12O molecule.

Properties
- HOMO energy (eV) = -7.1617
- spin multiplicity = 1
- relative energy (zero: lowest compared OMol25 entry of this formula, charge and spin) (kcal per mole) = 99.7
- electronic energy (Ha) = -310.90040
- frontier orbital gap (eV) = 8.1

Cartesian coordinates (Å):
C 1.95878 -0.44213 -1.31581
C 0.45766 -0.38442 -1.03059
C 0.07972 -1.18283 0.22112
C -1.30523 -0.67616 0.57054
O -1.25803 0.75462 0.35981
C 0.07388 1.06812 -0.72531
C -0.97193 1.51153 1.54147
H 2.29898 -1.46713 -1.50988
H 2.21246 0.16934 -2.18839
H 2.50629 -0.03300 -0.46002
H -0.07721 -0.84200 -1.88438
H 0.78345 -0.96514 1.03430
H 0.07753 -2.26540 0.05076
H -1.63351 -0.87589 1.59513
H -2.05931 -1.05080 -0.12746
H -0.56030 1.43938 -1.54967
H -1.77508 1.34468 2.26735
H 0.00539 1.22794 1.94008
H -0.93497 2.55373 1.23146

Forces on atoms 1 to 6 (eV/Å):
0.0658 -0.0058 -0.0311
0.0809 -0.0244 0.0032
0.0042 -0.0006 0.0724
-0.0176 -0.1683 -0.0007
0.1263 0.0987 -0.1251
-0.2705 -0.2446 -0.1735

***

No. 2
The following is a DFT calculation (wB97M-V/def2-TZVPD) of a molecular structure, C62H89BCsN8OP3S3Si2.

Properties
- HOMO energy (eV) = -1.6313
- spin multiplicity = 1
- relative energy (zero: lowest compared OMol25 entry of this formula, charge and spin) (kcal per mole) = 0.0
- electronic energy (Ha) = -5772.11603
- frontier orbital gap (eV) = 5.0
- net charge = -2

Cartesian coordinates (Å):
Cs -0.48451 0.10218 0.23798
C 4.91735 0.96843 3.16795
C 4.20540 2.19347 2.70142
C 4.40782 3.40603 3.26800
C 3.68603 4.54389 2.80961
N 2.83978 4.43323 1.83749
N 2.63871 3.23822 1.25934
B 1.64902 3.40606 0.12496
N 2.02049 3.09094 -1.17536
N 3.41397 2.90270 -1.23816
C 3.88609 2.16406 -2.15480
C 3.03292 1.45488 -3.14643
C 1.77965 2.25519 -3.37147
C 1.11282 2.10635 -4.70389
C 1.20972 2.94794 -2.37111
S -0.41120 3.57264 -2.39574
C 5.40563 2.05279 -2.21118
C 5.83179 0.62629 -2.57855
C 6.02976 2.41138 -0.86276
C 5.90785 3.02484 -3.28443
N 0.46532 4.27288 0.48300
N 0.54158 5.46146 -0.13912
C -0.44277 6.28316 -0.03234
C -1.60329 5.94129 0.73662
C -1.64237 4.78738 1.43420
C -2.82670 4.33750 2.21997
C -0.48474 3.91562 1.36789
S -0.31064 2.55536 2.32503
C -0.39186 7.54913 -0.86671
C 0.93535 7.63546 -1.61201
C -1.52716 7.46760 -1.89517
C -0.57395 8.78206 0.02630
C 3.24464 2.07049 1.62236
S 2.88986 0.60703 0.91123
C 3.82240 5.95132 3.37963
C 4.77735 5.99265 4.57238
C 4.34979 6.87308 2.27642
C 2.43847 6.43445 3.82312
H 5.64286 1.21686 3.94300
H 5.41618 0.47814 2.33038
H 4.20124 0.24067 3.55330
H 5.11009 3.50002 4.08538
H 3.58592 1.39224 -4.09391
H 1.85690 1.89027 -5.47593
H 0.56233 3.01341 -4.96269
H 0.38121 1.29124 -4.71729
H 5.44435 -0.09627 -1.86035
H 6.92298 0.56267 -2.57117
H 5.48522 0.33183 -3.57019
H 5.65145 1.74956 -0.08263
H 5.79203 3.43373 -0.57175
H 7.11559 2.30146 -0.92619
H 5.46658 2.80197 -4.25802
H 6.99431 2.94964 -3.37983
H 5.64760 4.05097 -3.02046
H -2.45830 6.60747 0.74485
H -3.61197 5.09387 2.19978
H -2.54367 4.11668 3.24956
H -3.20035 3.40246 1.79439
H 1.07882 6.75613 -2.23799
H 1.77695 7.69022 -0.91992
H 0.93414 8.53256 -2.23695
H -1.42598 6.55581 -2.48665
H -1.48464 8.33127 -2.56428
H -2.50828 7.46245 -1.41633
H 0.22189 8.84225 0.77151
H -1.52960 8.76548 0.55291
H -0.54398 9.69093 -0.58014
H 5.78652 5.68232 4.29526
H 4.43348 5.35427 5.38791
H 4.83809 7.01471 4.95278
H 5.34137 6.55922 1.94386
H 4.41845 7.89902 2.64634
H 3.68347 6.85200 1.41441
H 2.04560 5.81387 4.63026
H 1.73447 6.38749 2.99301
H 2.49905 7.46682 4.17722
C -1.61014 -0.50264 -4.96953
Si -0.45752 -1.89734 -4.43682
C -1.12591 -3.44308 -5.32308
C 1.20177 -1.67805 -5.31996
N -0.33783 -1.90061 -2.75190
P -0.13869 -3.10334 -1.71078
C 0.04764 -2.62134 -0.14657
P -0.12712 -3.14345 1.40032
N -0.23325 -1.92193 2.43713
Si 0.08231 -1.84802 4.08541
C -0.69746 -3.19496 5.17380
C 1.92790 -1.87744 4.49196
C -0.57666 -0.22451 4.77970
C -1.55668 -4.26422 1.79391
C -2.66202 -3.76624 2.48051
C -3.77168 -4.55748 2.73352
C -3.78810 -5.88454 2.32210
C -2.68470 -6.40693 1.66335
C -1.58617 -5.59943 1.40361
C 1.31088 -4.18615 1.94963
C 2.56636 -3.71141 1.56655
C 3.72724 -4.34216 1.97421
C 3.66193 -5.47695 2.77667
C 2.42424 -5.95879 3.17126
C 1.26127 -5.31218 2.76431
C -1.49534 -4.33639 -2.02355
C -2.73928 -3.91049 -2.48500
C -3.78948 -4.79824 -2.65768
C -3.60632 -6.15261 -2.40693
C -2.36628 -6.60159 -1.97875
C -1.33334 -5.69653 -1.77660
C 1.37046 -4.02754 -2.30371
C 1.41850 -5.15039 -3.12382
C 2.62996 -5.67041 -3.56946
C 3.82309 -5.06276 -3.21350
C 3.79158 -3.92817 -2.40889
C 2.58357 -3.42694 -1.96105
H -1.40373 -0.14763 -5.98173
H -1.51273 0.34396 -4.28675
H -2.65085 -0.83838 -4.94390
H -1.18664 -3.20380 -6.39039
H -2.10981 -3.77592 -4.99535
H -0.43341 -4.27998 -5.21528
H 1.06384 -1.82955 -6.39514
H 1.90663 -2.43199 -4.95910
H 1.65476 -0.69647 -5.17239
H -0.50572 -4.19646 4.78657
H -1.77978 -3.07533 5.25438
H -0.27432 -3.13745 6.18128
H 2.33501 -2.89133 4.46981
H 2.12176 -1.44928 5.47978
H 2.46274 -1.28948 3.74292
H -1.61993 -0.07340 4.49270
H -0.00970 0.62197 4.38855
H -0.51322 -0.19412 5.87051
H -2.63356 -2.73566 2.81642
H -4.62160 -4.14136 3.26302
H -4.65282 -6.50844 2.51860
H -2.68172 -7.44073 1.33874
H -0.72443 -6.01878 0.90070
H 2.61042 -2.82638 0.94336
H 4.68834 -3.94887 1.66458
H 4.57000 -5.97762 3.09271
H 2.35762 -6.83769 3.80267
H 0.30483 -5.69333 3.10279
H -2.87184 -2.86197 -2.72768
H -4.74887 -4.43450 -3.00992
H -4.42208 -6.85179 -2.55114
H -2.20453 -7.65561 -1.78421
H -0.37204 -6.05603 -1.42876
H 0.50114 -5.62930 -3.44306
H 2.63537 -6.55010 -4.20342
H 4.76856 -5.46259 -3.56124
H 4.71485 -3.43336 -2.12884
H 2.55412 -2.54360 -1.33248
C 2.73529 0.00794 -2.67368
H 1.69082 -0.24880 -2.84126
H 3.34697 -0.72996 -3.19259
H 2.91502 -0.08931 -1.60200
C -5.19813 -0.31931 1.20372
P -3.98296 -0.16042 -0.12714
C -4.93055 -0.22538 -1.66140
C -3.04505 -1.67779 -0.09459
O -3.16218 1.07714 -0.00059
H -5.74346 -1.26154 1.13189
H -5.89632 0.51798 1.16837
H -4.66318 -0.28891 2.15348
H -5.49106 -1.15821 -1.74073
H -4.22661 -0.15602 -2.49195
H -5.61223 0.62382 -1.71228
H -3.69108 -2.55579 -0.11816
H -2.42658 -1.70816 0.80116
H -2.35908 -1.70128 -0.94432

Forces on atoms 1 to 6 (eV/Å):
0.7560 1.0025 -0.6770
0.0143 0.0038 0.0085
-0.0874 -0.0747 -0.0815
-0.0065 0.0889 0.0491
-0.0051 -0.1351 -0.0430
0.0493 -0.1135 0.0837

***

No. 3
The following is a DFT calculation (wB97M-V/def2-TZVPD) of 2 unconnected molecules or ions with the total composition C5H7O4P.

Properties
- HOMO energy (eV) = 0.7809
- spin multiplicity = 1
- relative energy (zero: lowest compared OMol25 entry of this formula, charge and spin) (kcal per mole) = 47.6
- electronic energy (Ha) = -836.96932
- frontier orbital gap (eV) = 5.5
- net charge = -2

Cartesian coordinates (Å):
C -3.44479 0.39445 0.14600
C -2.45819 -1.91845 -0.48593
C -0.68692 1.39628 0.38972
C -0.76320 0.01373 -0.20414
C -2.14745 -0.57916 -0.08513
O -4.08946 0.30704 1.17443
O -2.32508 -1.80181 0.84440
O -3.57616 1.10363 -0.83734
O -2.79379 -2.80464 -1.23884
P 2.41089 -2.08680 0.12626
H -1.29439 2.04856 -0.16859
H -1.02676 1.33048 1.41677
H 0.25252 1.86619 0.27751
H -0.03618 -0.76467 0.15173
H -0.45979 0.09478 -1.36341
H 2.59215 -0.74134 0.61237
H 1.76883 -2.50269 1.25403

Forces on atoms 1 to 6 (eV/Å):
1.7336 -1.1480 -0.5657
-0.6755 -0.7282 0.7470
-0.1314 -0.9700 0.4479
0.8948 -0.8941 -2.7399
-1.2979 0.7756 0.4559
-0.3726 -0.3591 1.2137